10
Properties=species:S:1:pos:R:3:lowdin_charge:R:1 method="wB97M-V/def2-TZVPD" s_squared=2.012 spin_multiplicity=3 e_tot_ev=-123082.35243 orbital_gap_ev="6.5 / 8.2" total_charge=0
C 1.962 -0.614 0.912 -0.37
C 2.852 -0.471 -0.037 -0.48
O 1.156 -0.678 1.762 0.13
O -0.796 0.512 0.156 -0.46
P -2.222 0.478 -0.129 -0.71
Cl -2.763 2.146 -0.884 0.41
Cl -2.831 -0.869 -1.400 0.38
Cl -3.261 0.252 1.497 0.39
Br 1.962 -0.432 -1.748 0.64
H 3.941 -0.325 -0.129 0.06